Formula: C32H52N3O6P
Source: the OMol25 dataset
Level of theory: ωB97M-V/def2-TZVPD

Each line ends with the Mulliken charge.
Positions of all 94 atoms, in Å:
C 2.79682 -1.85166 -0.07126  -0.5829
C 4.18367 -1.23521 -0.25606  -0.8576
P 4.25566 0.40968 -1.11168  -0.2782
C 3.60306 -0.06459 -2.76653  -0.3262
C 2.85519 1.26945 -0.31100  0.8891
C 2.85180 1.34449 1.09975  -0.7322
C 1.84331 1.98302 1.80544  -0.6296
C 0.81869 2.55467 1.07067  -0.5846
C 0.82647 2.51755 -0.31155  0.5882
C 1.83002 1.89240 -1.02541  -1.1635
C -0.41584 3.19060 -0.77485  0.0654
O -0.66860 3.64617 -1.86008  -0.6441
N -1.26744 3.25940 0.35592  0.8869
C -2.41363 4.16524 0.29703  -1.0594
C -3.49266 3.80715 1.32383  -0.6297
C -4.41333 2.67238 0.82644  -1.4484
C -3.59449 1.52762 0.28300  0.6187
C -3.01760 0.61298 1.15908  -0.5738
C -2.15191 -0.37016 0.70609  -0.4798
C -1.86220 -0.45821 -0.64746  -0.6957
C -2.43804 0.43649 -1.53540  -0.3400
C -3.30926 1.41221 -1.07228  -0.5390
C -0.42652 3.24054 1.49956  0.0201
O -0.68740 3.72637 2.56969  -0.6539
H 2.16483 -1.22820 0.56006  0.0057
H 2.87305 -2.82706 0.41104  0.4235
H 2.29098 -1.97510 -1.02822  0.0983
H 4.67653 -1.09520 0.70540  0.5019
H 4.79205 -1.88983 -0.88208  0.4777
H 2.82841 0.60380 -3.13200  -0.0467
H 3.17297 -1.06672 -2.73977  -0.2719
H 4.42121 -0.06313 -3.48276  0.5286
H 3.66105 0.88078 1.65190  0.3174
H 1.84161 2.02397 2.88597  0.5925
H 1.79108 1.89680 -2.10373  1.3463
H -2.83012 4.03750 -0.70025  0.4117
H -2.09645 5.20606 0.38070  0.5658
H -3.04247 3.53429 2.27447  0.3657
H -4.07779 4.71111 1.50566  0.4234
H -5.01192 2.30704 1.66317  0.4188
H -5.11117 3.04465 0.07496  0.3608
H -3.21665 0.69577 2.22215  0.4977
H -1.68349 -1.04283 1.41249  0.5963
H -1.18000 -1.22049 -1.00172  0.5168
H -2.17994 0.37614 -2.58523  0.5020
H -3.74052 2.11167 -1.77891  0.3446
C -2.56294 -0.72077 7.82720  -0.7335
O -1.15253 -0.71818 7.75089  -0.3392
C -0.53680 -1.95053 8.10062  -0.8162
C 0.12686 -2.58446 6.89893  -0.1840
N -0.86200 -3.04562 5.93571  -0.2893
C -0.31348 -3.49204 4.66114  -0.9906
C 0.40839 -2.46663 3.79582  -0.3874
O -0.43435 -1.45292 3.28120  -0.1343
C -0.64042 -0.33182 4.12194  -0.3453
H -2.89543 0.30205 7.66010  0.2439
H -3.01991 -1.36742 7.06965  0.3017
H -2.90718 -1.04467 8.81419  0.3561
H -1.26901 -2.63454 8.53956  0.4015
H 0.22601 -1.73852 8.85495  0.3952
H 0.71860 -3.44194 7.23359  0.3915
H 0.82216 -1.84384 6.47871  0.1608
H -1.52525 -2.30064 5.76411  0.0859
H -1.13951 -3.89726 4.07177  0.3972
H 0.37478 -4.32135 4.85489  0.4288
H 0.80660 -2.99484 2.92530  0.2258
H 1.26450 -2.01523 4.31208  0.3878
H 0.23268 -0.13555 4.74971  0.3237
H -1.51842 -0.45137 4.76335  0.2604
H -0.81033 0.53164 3.47684  -0.1066
C 0.12269 1.45729 -3.96599  -0.2959
O -0.45694 0.20552 -4.27939  -0.1442
C -1.17500 0.16971 -5.50614  -1.0507
C -0.46710 -0.71590 -6.50564  -0.2445
N 0.78657 -0.11417 -6.93565  -0.3168
C 1.64310 -0.98385 -7.73256  -0.7107
C 2.19528 -2.23988 -7.06956  -0.5208
O 3.11823 -1.98343 -6.02792  -0.4452
C 2.55805 -1.77299 -4.74713  -0.0585
H 0.51653 1.37631 -2.95341  -0.8251
H 0.94192 1.71761 -4.64694  0.5243
H -0.61889 2.26069 -3.98392  0.6494
H -1.30509 1.17946 -5.90570  0.4248
H -2.16603 -0.24656 -5.30158  0.3836
H -1.11129 -0.85422 -7.37926  0.4627
H -0.33143 -1.69900 -6.03287  0.1979
H 1.30202 0.18902 -6.11917  0.0269
H 2.49475 -0.38762 -8.06865  0.3752
H 1.09103 -1.28272 -8.62966  0.4104
H 2.74930 -2.79542 -7.83039  0.3494
H 1.39794 -2.90188 -6.70977  0.3447
H 1.63893 -2.34960 -4.60984  0.2528
H 2.34180 -0.71698 -4.55606  -0.1411
H 3.29166 -2.10455 -4.01133  0.4908

Properties
- Kohn-Sham gap: 8.2 eV